Formula: C4H8NS
Source: OMol25
Level of theory: the ωB97M-V functional and the def2-TZVPD basis

Calculated values
- max |F| (eV/Å) = 3.51
- energy relative to the best compared isomer or geometry (same formula, charge and spin) (eV) = 3.254
- Kohn-Sham gap (eV) = 8.966
- LUMO (eV) = -5.3
- E_HOMO (hartree) = -0.523
- net charge = +1

Element x y z (Å)
C -2.01 1.22 1.17
S -0.27 1.53 1.86
N 0.35 -0.10 1.24
C 1.39 -0.84 1.45
C 0.76 -1.11 0.17
C 1.33 -0.61 -1.11
H -2.09 0.27 1.65
H -1.94 1.28 0.14
H -2.86 1.86 1.46
H 2.42 -0.93 1.91
H -0.17 -1.79 0.03
H 1.54 -1.40 -1.71
H 2.17 0.00 -0.97
H 0.58 -0.07 -1.57

Formula: C4H8NS2
Source: OMol25
Level of theory: the ωB97M-V functional and the def2-TZVPD basis

Calculated values
- max |F| (eV/Å) = 5.15
- energy relative to the best compared isomer or geometry (same formula, charge and spin) (eV) = 2.520
- Kohn-Sham gap (eV) = 7.416
- LUMO (eV) = -5.1
- E_HOMO (hartree) = -0.461
- net charge = +1

Element x y z (Å)
C -0.55 0.72 -1.03
C -1.62 1.29 -1.57
C -0.62 -0.54 -0.15
C 1.68 -0.07 0.67
N 0.30 -0.42 1.04
S 1.06 1.41 -1.11
S 2.46 -1.45 -0.14
H -1.62 2.17 -2.24
H -2.62 0.83 -1.23
H -1.59 -0.82 0.28
H -0.27 -1.38 -0.82
H 2.22 0.49 1.33
H 0.01 0.48 1.42
H 0.02 -1.15 1.76
H 3.56 -0.67 -0.16

Formula: C4H8O
Source: OMol25
Level of theory: the ωB97M-V functional and the def2-TZVPD basis

Calculated values
- max |F| (eV/Å) = 1.58
- energy relative to the best compared isomer or geometry (same formula, charge and spin) (eV) = 4.301
- Kohn-Sham gap (eV) = 9.110
- LUMO (eV) = 0.7
- E_HOMO (hartree) = -0.309

Element x y z (Å)
O -0.08 1.02 -1.37
C -0.59 0.29 -0.38
C -1.39 -0.67 -0.01
C -1.15 0.49 0.94
H -0.35 0.57 -2.18
H -2.19 -1.19 -0.50
H -0.62 0.37 1.89
H -1.85 1.33 0.92
C 1.66 -0.42 0.13
H 2.01 -0.97 1.00
H 1.75 0.66 0.32
H 2.16 -0.66 -0.80
H 0.64 -0.82 0.04

Formula: C4H8O
Source: OMol25
Level of theory: the ωB97M-V functional and the def2-TZVPD basis

Calculated values
- max |F| (eV/Å) = 1.10
- energy relative to the best compared isomer or geometry (same formula, charge and spin) (eV) = 1.235
- Kohn-Sham gap (eV) = 11.099
- LUMO (eV) = 1.1
- E_HOMO (hartree) = -0.367

Element x y z (Å)
O 1.93 0.39 -0.43
C 0.78 -0.47 -0.37
C 0.00 -0.53 0.97
C -1.21 0.18 0.32
C -0.40 0.28 -1.00
H 1.93 1.04 0.28
H 1.12 -1.42 -0.79
H 0.50 0.00 1.78
H -0.23 -1.55 1.33
H -1.49 1.15 0.76
H -2.12 -0.43 0.29
H 0.11 1.24 -1.12
H -0.86 -0.03 -1.94

Formula: C4H8O
Source: OMol25
Level of theory: the ωB97M-V functional and the def2-TZVPD basis

Calculated values
- max |F| (eV/Å) = 0.25
- energy relative to the best compared isomer or geometry (same formula, charge and spin) (eV) = 4.630
- Kohn-Sham gap (eV) = 10.079
- LUMO (eV) = 0.7
- E_HOMO (hartree) = -0.345

Element x y z (Å)
O 2.12 0.50 -0.21
C 0.88 0.09 -0.14
C 0.03 -0.22 1.10
C -1.23 -0.05 0.21
C -0.36 0.62 -0.87
H 1.77 -0.73 -0.66
H 0.94 -1.27 -0.72
H 0.17 0.62 1.79
H 0.19 -1.16 1.63
H -2.04 0.55 0.63
H -1.64 -1.01 -0.12
H -0.33 1.71 -0.77
H -0.50 0.36 -1.92

Formula: C4H8O
Source: OMol25
Level of theory: the ωB97M-V functional and the def2-TZVPD basis

Calculated values
- max |F| (eV/Å) = 5.09
- energy relative to the best compared isomer or geometry (same formula, charge and spin) (eV) = 6.129
- Kohn-Sham gap (eV) = 7.756
- LUMO (eV) = -0.1
- E_HOMO (hartree) = -0.288

Element x y z (Å)
C 0.30 -1.84 0.41
C 0.68 -0.56 -0.27
C -0.25 0.47 -0.57
O -1.59 0.35 -0.92
C -0.02 2.03 -0.02
H 1.20 -2.25 0.85
H -0.15 -2.74 -0.17
H -0.51 -1.81 1.24
H 1.62 -0.76 -0.99
H -1.19 0.21 0.14
H 0.04 2.00 1.05
H -0.95 2.55 -0.14
H 0.81 2.36 -0.61

Formula: C4H8O
Source: OMol25
Level of theory: the ωB97M-V functional and the def2-TZVPD basis

Calculated values
- max |F| (eV/Å) = 4.48
- energy relative to the best compared isomer or geometry (same formula, charge and spin) (eV) = 1.856
- Kohn-Sham gap (eV) = 9.384
- LUMO (eV) = 0.9
- E_HOMO (hartree) = -0.313

Element x y z (Å)
C 1.08 -0.98 1.33
C -0.16 -0.29 0.66
C -0.14 0.47 -0.45
C -1.30 1.07 -1.09
O 1.04 0.47 -1.22
H 1.66 -0.41 2.06
H 0.53 -1.88 1.68
H 1.78 -1.35 0.70
H -1.17 -0.66 0.85
H -1.25 1.27 -2.19
H -2.31 0.64 -0.70
H -1.20 2.10 -0.59
H 1.45 -0.45 -1.04

Formula: C4H8O
Source: OMol25
Level of theory: the ωB97M-V functional and the def2-TZVPD basis

Calculated values
- max |F| (eV/Å) = 3.45
- energy relative to the best compared isomer or geometry (same formula, charge and spin) (eV) = 3.344
- Kohn-Sham gap (eV) = 10.144
- LUMO (eV) = 1.2
- E_HOMO (hartree) = -0.330

Element x y z (Å)
C 1.58 -0.28 0.13
C 0.32 0.30 -0.48
C -0.92 -0.59 -0.37
C -1.48 0.39 0.63
O -0.21 1.42 0.24
H 2.36 0.49 0.21
H 1.39 -0.68 1.13
H 1.97 -1.09 -0.50
H 0.51 0.66 -1.49
H -1.50 -0.64 -1.30
H -0.74 -1.61 -0.02
H -0.83 0.79 1.46
H -2.45 0.82 0.36